Entry 1:
112
Properties=species:S:1:pos:R:3:forces:R:3 method="wB97M-V/def2-TZVPD" charge=-2 relative_energy_kcal_mol=2.51 homo_energy_ha=-0.0745
Rb 0.048698 -0.068969 -0.327503 0.10 0.81 0.15
N 4.113581 3.026958 -0.062599 0.01 0.02 0.02
C 3.509420 2.327217 -1.113405 -0.19 0.09 0.16
S 4.517985 1.376454 -2.118746 0.03 0.03 -0.13
N 2.232931 2.577989 -1.243164 0.22 -0.22 -0.22
N 1.559367 1.808306 -2.163966 0.02 0.08 0.42
C 0.895812 2.414639 -3.068940 -0.07 0.05 -0.22
C 1.020444 3.862346 -3.385772 0.03 -0.01 0.02
C -0.101135 4.649050 -3.629169 -0.01 -0.01 -0.01
C 0.033158 5.999903 -3.921122 -0.02 -0.01 0.00
C 1.294099 6.574885 -3.979326 0.02 -0.01 0.01
C 2.419158 5.793212 -3.743003 -0.02 0.02 -0.01
C 2.286725 4.446071 -3.446701 0.03 -0.01 0.05
C -0.005101 1.554378 -3.886236 -0.08 -0.06 0.12
C -0.240930 1.809715 -5.236442 0.03 0.00 0.01
C -1.024587 0.925113 -5.957693 0.00 0.00 0.02
C -1.542112 -0.191408 -5.320039 0.01 0.01 -0.01
C -1.271885 -0.359607 -3.968099 0.03 0.00 0.00
N -0.549029 0.502615 -3.260926 0.05 -0.03 -0.10
H 4.976651 2.594921 0.225287 0.00 0.01 0.00
H 3.475550 3.231813 0.694359 -0.01 0.00 0.02
H -1.085700 4.201249 -3.569186 -0.01 0.00 0.00
H -0.850636 6.603212 -4.091831 0.00 0.00 0.00
H 1.402580 7.630627 -4.199368 -0.01 0.00 -0.01
H 3.405906 6.239068 -3.778461 0.00 -0.01 0.00
H 3.157258 3.830369 -3.248220 -0.01 0.04 -0.08
H 0.205628 2.677312 -5.704357 -0.01 -0.01 0.00
H -1.213703 1.097252 -7.011042 0.00 0.00 0.00
H -2.139375 -0.922754 -5.848258 0.00 0.00 -0.01
H -1.626019 -1.235810 -3.432574 -0.01 0.00 0.01
O -0.936161 -3.516006 -2.282585 0.00 0.03 -0.01
C -0.011459 -3.423899 -1.455016 -0.03 -0.18 0.07
O 0.681411 -2.419477 -1.162723 -0.04 -0.56 -0.12
C 0.333738 -4.687787 -0.659222 0.06 0.04 0.03
C 0.199040 -5.924693 -1.280340 -0.02 0.04 0.00
C 0.525359 -7.096126 -0.617980 0.04 -0.01 0.06
C 0.964977 -7.038364 0.699019 -0.01 -0.01 -0.05
C 1.078619 -5.812022 1.336511 0.00 0.05 -0.03
C 0.784100 -4.620334 0.669294 0.02 -0.05 -0.05
P 0.763888 -2.991998 1.528445 -0.04 0.23 -0.04
C 2.441523 -2.273916 1.350422 0.01 -0.07 -0.13
C 3.275043 -2.574905 0.273696 0.00 0.01 0.05
C 4.403888 -1.810401 0.020668 -0.04 -0.01 0.01
C 4.728842 -0.742225 0.844393 0.03 0.00 0.04
C 3.925280 -0.452002 1.936631 -0.04 -0.01 0.01
C 2.786503 -1.207791 2.182306 -0.04 0.01 0.02
C 0.772034 -3.499499 3.298200 0.09 -0.08 0.02
C -0.471506 -3.535529 3.927602 -0.03 -0.01 0.02
C -0.583377 -3.875293 5.269322 0.00 0.01 -0.03
C 0.554541 -4.165315 6.007859 0.02 -0.01 0.01
C 1.802233 -4.119804 5.397402 -0.01 0.00 0.00
C 1.908410 -3.792556 4.053188 -0.05 0.00 -0.01
H -0.182171 -5.934400 -2.293694 0.00 0.00 0.00
H 0.429159 -8.051533 -1.121307 0.00 -0.01 0.01
H 1.210812 -7.947114 1.236489 0.00 0.00 -0.01
H 1.391976 -5.786369 2.372205 0.01 0.02 0.01
H 2.999452 -3.366996 -0.407689 -0.03 -0.03 -0.02
H 4.997834 -2.007049 -0.862057 0.02 0.00 0.00
H 5.574837 -0.113162 0.600642 -0.01 -0.01 -0.02
H 4.148236 0.396220 2.573296 0.00 -0.01 -0.01
H 2.142069 -0.936880 3.012841 -0.01 -0.01 -0.01
H -1.359045 -3.271665 3.358961 0.01 0.00 0.01
H -1.558916 -3.888581 5.740579 0.00 0.00 0.00
H 0.472735 -4.411160 7.060085 0.00 0.00 0.00
H 2.695886 -4.334808 5.971767 0.00 0.00 0.00
H 2.883059 -3.750292 3.581164 0.00 0.01 0.00
C -2.035798 3.210511 -0.920939 -0.02 0.04 -0.02
Si -2.724498 2.871148 0.820531 -0.03 -0.01 0.10
C -3.550885 4.503752 1.372851 0.03 -0.03 -0.01
C -4.225722 1.744406 0.520866 0.01 0.00 -0.06
C -1.518880 2.205573 1.990091 0.02 0.07 -0.06
Si -0.109770 3.253180 2.430875 -0.04 -0.05 0.02
C -0.302350 4.119188 4.123759 0.02 0.01 -0.03
C 0.242220 4.657027 1.212571 0.00 0.03 0.04
C 1.557457 2.358956 2.573962 0.03 -0.04 0.02
Si -2.085191 0.986338 3.162328 -0.04 0.01 0.04
C -0.740442 0.174379 4.223090 0.00 0.02 -0.01
C -3.396735 1.554531 4.429266 0.03 -0.02 -0.02
C -2.891711 -0.552586 2.341201 0.03 -0.05 -0.11
C -3.984091 -1.239038 2.878826 0.01 0.00 0.05
C -4.459311 -2.388442 2.268320 0.00 -0.01 0.00
C -3.826566 -2.847206 1.124328 0.02 0.01 0.00
C -2.745629 -2.120776 0.645099 0.03 0.01 -0.02
N -2.296147 -1.007029 1.221058 -0.12 -0.14 0.10
H -2.609512 2.657768 -1.673140 0.03 0.01 -0.01
H -0.990173 2.909024 -1.012446 0.02 -0.01 0.01
H -2.084068 4.272837 -1.178981 0.00 0.00 0.01
H -4.254050 4.883069 0.622691 0.01 -0.01 -0.01
H -2.809701 5.283780 1.566766 -0.01 0.00 0.00
H -4.101965 4.336402 2.304021 0.00 0.00 0.00
H -4.904122 2.261328 -0.166736 -0.02 -0.01 0.00
H -4.786342 1.508715 1.430269 0.03 0.02 0.01
H -3.932466 0.799123 0.057055 -0.01 0.03 0.01
H -1.179943 4.773080 4.113124 0.00 -0.01 -0.01
H 0.575100 4.727140 4.371396 -0.01 0.00 0.00
H -0.445182 3.392068 4.929700 0.00 -0.01 -0.01
H -0.628819 5.287535 1.017935 0.00 -0.02 -0.02
H 0.617448 4.278242 0.258924 0.01 -0.03 -0.02
H 1.021710 5.298962 1.639473 0.00 -0.01 -0.02
H 1.557552 1.589286 3.350545 -0.03 0.01 0.00
H 2.344361 3.080210 2.826910 0.00 -0.01 0.00
H 1.838392 1.879512 1.630914 -0.03 0.02 0.00
H -0.208678 0.898708 4.846054 0.01 0.01 -0.02
H -0.010205 -0.327403 3.582843 0.01 0.00 0.01
H -1.176794 -0.583816 4.880766 0.00 0.01 0.00
H -3.012252 2.428186 4.963519 0.01 -0.01 -0.01
H -3.638031 0.785589 5.171161 -0.01 0.01 0.01
H -4.323843 1.858826 3.933802 0.01 0.00 -0.01
H -4.458764 -0.861804 3.776442 -0.01 0.00 0.00
H -5.310225 -2.920626 2.679982 0.00 0.00 0.00
H -4.149350 -3.743430 0.610927 0.00 0.00 -0.01
H -2.213175 -2.458567 -0.241514 -0.04 0.01 -0.02

Entry 2:
16
Properties=species:S:1:pos:R:3:forces:R:3 method="wB97M-V/def2-TZVPD" charge=+1 relative_energy_kcal_mol=38.26 multiplicity=2 homo_energy_ha="-0.5497 / -0.5493"
C 0.230067 0.703881 -1.887715 1.19 -0.72 0.85
C 0.060029 0.427894 -0.410677 -2.58 2.42 -0.59
C 1.090999 0.668086 0.468200 -3.63 -2.27 5.68
N 0.491118 0.432975 1.822747 -0.72 0.76 -3.02
C -0.927280 0.336517 1.686850 4.07 0.45 1.14
C -1.184152 0.441976 0.354668 3.73 -0.72 -3.51
H 1.285307 1.058840 -2.003791 -1.01 -0.34 -0.40
H 0.061378 -0.204401 -2.455449 0.28 -0.27 -0.22
H -0.468266 1.414480 -2.274178 -0.42 0.65 0.00
H 2.100546 0.848820 0.490623 2.24 0.50 -0.61
H 1.080906 0.506384 2.630472 -0.36 -0.12 0.60
H -1.581051 0.225024 2.524878 -0.14 -0.02 0.38
H -1.985152 0.484250 -0.286031 -2.61 -0.05 -0.31
H -0.650971 -2.969344 -0.061308 1.85 0.01 -0.45
H 0.111863 -1.707707 -0.312132 0.44 -0.67 -0.13
O 0.284658 -2.667669 -0.287154 -2.32 0.38 0.58